(1)
10
Properties=species:S:1:pos:R:3 method="wB97M-V/def2-TZVPD" homo_lumo_gap_ev=7.276 de_lowest_kj_mol=660.6 e_tot_ha=-355.388289 multiplicity=1 e_homo_ev=-9.209
N -1.049 2.097 1.356
C -0.528 1.167 0.757
N 1.338 -0.583 -1.831
N 0.806 -1.528 -1.351
O -1.090 -1.294 0.331
C 0.176 -1.256 0.099
C 0.131 0.230 0.130
H -1.741 2.642 0.843
H 0.860 -1.799 0.775
H 1.098 0.325 -1.109



(2)
10
Properties=species:S:1:pos:R:3 method="wB97M-V/def2-TZVPD" homo_lumo_gap_ev=9.851 de_lowest_kj_mol=300.1 e_tot_ha=-355.525599 multiplicity=1 e_homo_ev=-9.377
N 0.219 2.079 1.030
C -0.028 1.312 0.092
N 0.319 -0.670 1.973
N -0.050 -1.127 1.048
O 1.172 -1.953 -1.020
C 0.148 -1.341 -0.883
C -0.145 0.380 -0.849
H -0.526 2.334 1.685
H -0.848 -1.790 -1.009
H -0.441 0.676 -1.851



(3)
10
Properties=species:S:1:pos:R:3 method="wB97M-V/def2-TZVPD" homo_lumo_gap_ev=10.218 de_lowest_kj_mol=99.4 e_tot_ha=-355.602028 multiplicity=1 e_homo_ev=-9.715 smiles="N=C=CC=O.N#N"
N 2.168 -0.148 0.472
C 1.038 -0.552 0.274
N 0.359 2.343 -0.235
N -0.435 1.933 -0.878
O -1.742 0.408 1.122
C -1.472 -0.430 0.293
C -0.161 -1.074 0.062
H 2.656 0.349 -0.272
H -2.244 -0.781 -0.421
H -0.168 -2.048 -0.417



(4)
10
Properties=species:S:1:pos:R:3 method="wB97M-V/def2-TZVPD" homo_lumo_gap_ev=9.116 de_lowest_kj_mol=406.3 e_tot_ha=-355.485136 multiplicity=1 e_homo_ev=-10.104 smiles="O/C=C1/N=CN=N1"
C 1.449 0.346 0.162
C 0.223 0.121 0.074
C -1.827 0.521 0.004
H 3.311 0.176 -0.191
H 1.455 1.498 0.326
H -2.827 0.732 0.223
N -0.754 1.257 -0.159
N -1.805 -0.889 0.016
N -0.540 -1.164 -0.035
O 2.585 -0.346 -0.070



(5)
10
Properties=species:S:1:pos:R:3 method="wB97M-V/def2-TZVPD" homo_lumo_gap_ev=9.634 de_lowest_kj_mol=341.9 e_tot_ha=-355.509656 multiplicity=1 e_homo_ev=-9.290
N -1.345 1.708 1.099
C -0.376 1.209 0.550
N 0.492 0.482 -1.513
N 0.903 -0.545 -2.076
O -1.112 -2.334 1.239
C -0.355 -2.458 0.406
C 0.558 0.527 -0.090
H -1.303 2.697 1.330
H 1.206 -1.259 -1.382
H 1.332 -0.027 0.438



(6)
10
Properties=species:S:1:pos:R:3 method="wB97M-V/def2-TZVPD" homo_lumo_gap_ev=10.416 de_lowest_kj_mol=78.5 e_tot_ha=-355.609972 multiplicity=1 e_homo_ev=-9.769 smiles="N=C=CC=O.N#N"
N 2.059 -0.048 0.264
C 1.024 -0.687 0.220
N 0.394 2.640 -1.217
N -0.537 2.970 -0.727
O -2.407 -1.147 0.810
C -1.390 -0.625 0.416
C -0.119 -1.345 0.320
H 2.495 0.231 -0.612
H -1.373 0.434 0.091
H -0.147 -2.422 0.434